[1]
Molecular formula: C22H21Br3IrN5O3P
Method: DFT, ωB97M-V/def2-TZVPD

```
56
Properties=species:S:1:pos:R:3:forces:R:3
Ir 0.649 0.109 0.310 0.57 -0.13 -0.69
C -0.156 -3.102 0.066 -0.04 -0.01 0.04
C -0.293 -2.351 -1.215 0.00 0.05 -0.03
C -0.631 -3.005 -2.412 0.01 0.02 -0.04
C -0.723 -2.322 -3.598 0.00 -0.03 0.04
C -0.475 -0.939 -3.612 0.01 0.02 0.00
C -0.523 -0.087 -4.774 -0.01 0.02 0.00
Br -0.923 -0.806 -6.428 0.00 0.00 0.00
C -0.278 1.277 -4.678 0.01 0.00 0.01
C 0.026 1.870 -3.463 0.00 0.00 -0.01
Br 0.351 3.682 -3.325 -0.01 0.00 0.00
C 0.103 1.069 -2.286 -0.04 0.04 0.08
O 0.377 1.536 -1.134 0.06 -0.06 -0.06
C -0.155 -0.343 -2.398 -0.07 -0.04 0.05
N -0.070 -1.031 -1.226 -0.28 -0.16 0.02
H -0.404 -4.150 -0.078 -0.01 0.00 0.00
H -0.807 -2.691 0.841 0.05 -0.01 -0.04
H 0.865 -3.029 0.440 0.01 -0.02 0.01
H -0.816 -4.069 -2.378 0.01 -0.01 -0.01
H -0.982 -2.840 -4.512 0.00 0.00 0.00
H -0.321 1.888 -5.569 0.00 0.00 0.00
C -4.012 -0.536 2.419 0.00 0.00 0.01
N -4.070 -0.136 1.010 0.01 0.00 0.00
C -4.324 1.306 0.930 0.01 0.01 0.00
N -3.339 2.101 1.662 -0.01 -0.01 -0.02
C -3.294 1.652 3.056 -0.01 0.01 0.00
N -3.022 0.218 3.187 0.00 -0.01 0.01
C -1.658 -0.124 2.809 -0.03 -0.03 0.00
P -1.439 0.318 1.041 0.22 0.21 0.28
C -2.878 -0.535 0.273 0.02 -0.06 -0.05
C -2.029 2.059 1.027 -0.01 0.01 0.02
H -3.794 -1.603 2.488 0.00 0.00 0.00
H -4.993 -0.358 2.859 0.00 0.00 0.00
H -5.306 1.497 1.360 0.00 0.00 0.00
H -4.341 1.616 -0.116 0.00 0.00 0.00
H -4.264 1.855 3.509 0.00 0.00 0.00
H -2.537 2.219 3.598 0.00 0.00 0.00
H -1.471 -1.189 2.959 0.01 0.00 0.01
H -0.939 0.430 3.416 0.00 0.01 -0.01
H -2.760 -1.621 0.319 0.00 0.06 0.00
H -2.971 -0.246 -0.778 -0.01 0.00 0.00
H -2.089 2.424 0.000 0.01 0.01 0.00
H -1.317 2.689 1.564 0.00 -0.01 0.00
Br 6.704 1.322 4.589 0.00 0.00 0.00
C 5.294 0.141 4.226 -0.01 0.00 0.00
C 5.193 -1.062 4.929 0.01 0.01 0.00
N 4.223 -1.949 4.730 0.00 -0.01 0.00
C 3.309 -1.676 3.815 0.00 0.01 -0.03
C 3.329 -0.500 3.064 0.03 0.03 0.00
C 4.345 0.437 3.274 -0.01 0.00 0.01
C 2.302 -0.250 2.082 0.05 0.25 -0.01
O 1.352 -1.077 1.827 -0.15 -0.15 -0.05
O 2.248 0.833 1.369 -0.41 0.00 0.46
H 5.932 -1.310 5.683 0.00 0.00 0.00
H 2.527 -2.412 3.668 0.00 0.00 0.00
H 4.379 1.359 2.710 0.00 0.00 0.00
```
Positions in Å, forces in eV/Å.

For the HOMO energy (alpha / beta), the calculation gives -13.90 / -13.90 eV. As for the energy above the lowest of the compared OMol25 structures with the same formula, charge and spin: 0.0 kJ/mol. The calculation puts the total energy at -258988.6356 eV. Its charge is +2. The orbital gap (alpha / beta) is 6.4480 / 4.7304 eV. The expectation value of S² is 0.777. As for the spin multiplicity: 2. The lowest unoccupied orbital energy (alpha / beta) comes out at -7.5 / -9.2 eV. Its maximum force is 0.9 eV/A.

[2]
Molecular formula: C25H57BeBrCl4CsF2GaNaO11PS2
Method: DFT, ωB97M-V/def2-TZVPD

```
107
Properties=species:S:1:pos:R:3:forces:R:3
C 2.111 0.618 1.166 0.03 0.36 1.31
C 3.285 0.056 2.071 -1.32 -0.97 -0.16
C 3.893 -1.259 1.455 0.36 0.00 0.82
C 5.426 -1.205 1.113 -0.31 -0.30 -1.09
C 5.954 0.182 0.618 0.19 -0.38 0.39
C 5.202 0.757 -0.622 0.70 -0.16 -0.31
C 5.041 -0.255 -1.813 0.36 1.06 0.11
C 4.999 0.512 -3.191 0.15 -0.25 0.65
C 4.071 1.769 -3.194 -1.37 -0.82 -1.47
C 2.538 1.455 -2.899 -0.36 1.33 0.56
C 1.795 2.708 -2.202 -0.30 -0.96 0.28
C 0.565 2.251 -1.284 0.12 1.07 0.06
C -0.872 2.778 -1.731 0.89 -1.87 0.17
C -1.561 1.626 -2.582 -0.52 0.44 0.02
C -3.016 1.202 -2.000 1.01 0.16 -1.34
Ga -2.929 -0.514 -0.844 -2.19 -0.40 -1.45
C -4.657 -0.644 0.308 0.64 0.37 1.35
C -4.677 0.409 1.454 -0.21 -0.67 -0.22
F -4.204 1.661 0.987 -0.15 -0.47 0.11
C -2.789 -2.203 -1.999 0.49 0.22 -0.41
C -1.887 -1.967 -3.276 0.28 -1.01 0.34
C -0.402 -2.456 -3.067 -1.09 -0.04 -0.72
S 0.537 -2.302 -4.654 0.24 0.32 -0.04
P -1.151 -0.297 0.722 0.12 0.90 2.73
O -1.281 1.116 1.601 0.21 -2.09 -1.14
Br -1.475 -1.935 2.254 0.31 1.07 -1.00
H 1.292 0.924 1.870 0.64 -0.01 -0.64
H 2.389 1.534 0.601 -0.20 -0.79 0.10
H 1.663 -0.177 0.512 0.57 0.59 0.22
H 2.788 -0.244 3.023 0.61 0.36 -0.54
H 4.024 0.832 2.348 -0.45 -0.44 -0.36
H 3.771 -2.072 2.216 0.04 0.60 -0.63
H 3.260 -1.579 0.588 0.74 0.33 0.43
H 6.046 -1.622 1.942 -0.51 0.66 -0.44
H 5.583 -1.920 0.261 -0.04 0.46 0.72
H 7.032 0.035 0.350 -0.82 0.16 0.05
H 5.966 0.908 1.468 -0.13 -0.41 -0.70
H 5.827 1.612 -1.009 -0.43 -0.53 0.38
H 4.204 1.188 -0.382 0.65 -0.30 0.07
H 5.916 -0.951 -1.844 -0.76 0.43 0.06
H 4.114 -0.844 -1.637 0.62 0.18 -0.31
H 4.681 -0.194 -3.990 0.04 0.95 0.36
H 6.028 0.851 -3.482 -0.66 -0.28 0.35
H 4.389 2.571 -2.428 -0.22 -0.59 0.28
H 4.087 2.274 -4.197 0.27 -0.64 0.59
H 1.965 1.239 -3.847 1.36 -0.16 0.61
H 2.421 0.552 -2.256 0.26 0.70 -0.34
H 1.435 3.429 -2.986 0.37 -0.42 0.58
H 2.502 3.273 -1.550 -0.43 -0.41 -0.59
H 0.592 1.135 -1.215 -0.24 0.85 -0.02
H 0.725 2.630 -0.246 0.04 -0.32 -0.86
H -0.783 3.715 -2.326 -0.19 -0.46 0.61
H -1.469 2.939 -0.804 0.30 0.14 -0.82
H -1.678 2.053 -3.656 1.33 -0.96 3.23
H -0.893 0.703 -2.659 -0.73 1.15 0.09
H -3.451 2.057 -1.427 0.26 -0.67 -0.59
H -3.701 0.950 -2.904 0.84 -0.12 2.31
H -5.509 -0.546 -0.400 0.57 -0.04 0.38
H -4.632 -1.662 0.770 -0.22 0.72 -0.44
H -5.689 0.595 1.870 0.50 -0.09 -0.31
H -4.021 0.089 2.299 -0.35 0.29 -0.67
H -2.462 -3.103 -1.422 -0.13 0.65 -0.51
H -3.828 -2.435 -2.345 0.61 0.34 0.43
H -1.891 -0.896 -3.585 0.07 -0.70 0.14
H -2.265 -2.539 -4.160 0.12 0.43 0.72
H -0.364 -3.517 -2.739 -0.21 0.74 -0.07
H 0.121 -1.833 -2.306 -0.09 -0.36 -0.61
H -0.234 -2.909 -5.630 0.09 0.35 1.18
H -0.933 1.001 2.505 -0.01 0.19 0.06
Na 0.022 1.856 -4.606 1.12 -0.61 -1.10
C -1.337 0.519 -8.466 1.49 -0.41 -0.61
O -0.271 0.179 -9.019 -0.59 0.41 0.95
O -2.442 0.370 -9.274 0.07 -0.08 -0.15
O -1.542 0.966 -7.307 -0.47 0.64 1.42
H -1.932 0.028 -10.033 -0.79 0.04 -0.19
C 0.595 -4.390 4.759 0.36 0.29 0.12
Cl -0.466 -4.703 6.141 0.03 0.01 -0.09
Cl 1.617 -2.985 5.056 -0.19 -0.10 -0.09
Cl 1.580 -5.816 4.402 -0.10 -0.02 -0.06
H -0.027 -4.183 3.896 0.03 -0.11 0.07
Cs -3.275 2.124 -4.908 -2.61 0.56 -3.86
O -7.973 3.822 -4.705 0.03 -0.08 0.07
H -8.744 4.253 -5.088 0.04 0.05 -0.07
H -8.346 3.168 -4.106 -0.01 0.00 0.02
Be 5.550 3.753 -2.814 -0.03 -0.25 -0.07
C -2.739 6.625 -0.889 -0.25 0.01 -0.05
O -2.992 6.116 -2.198 0.14 -0.22 -0.11
H -1.687 6.474 -0.656 -0.04 -0.02 -0.10
H -2.966 7.693 -0.853 0.08 -0.01 0.15
H -3.349 6.093 -0.155 0.09 0.09 0.12
H -3.924 6.259 -2.382 -0.02 0.05 -0.06
O 1.234 0.306 5.803 -0.11 -0.04 -0.26
Cl 2.629 0.427 6.184 0.18 0.21 0.70
O 3.429 -0.424 5.323 -0.07 -0.11 -0.19
O 2.795 0.012 7.555 -0.10 0.06 -0.37
O 3.051 1.801 6.032 -0.06 -0.18 -0.16
C -3.931 -6.080 10.619 -0.13 0.00 0.01
S -2.571 -5.395 9.652 0.11 0.25 0.09
O -2.347 -4.000 10.125 -0.20 -0.37 -0.13
C -3.482 -5.298 8.098 -0.13 0.02 -0.07
H -3.597 -6.190 11.649 0.08 0.04 -0.07
H -4.787 -5.404 10.585 0.07 0.04 -0.03
H -4.206 -7.057 10.220 0.05 0.01 -0.01
H -4.367 -4.672 8.225 0.05 0.02 0.08
H -3.772 -6.301 7.782 0.05 -0.01 0.03
H -2.831 -4.856 7.343 -0.02 -0.02 0.14
F 3.863 0.802 -5.571 -0.48 0.35 -0.09
```
Positions in Å, forces in eV/Å.

For the HOMO energy, the calculation gives -7.96 eV. The calculation puts the total energy at -263619.3775 eV. Its charge is 0. The orbital gap is 1.6336 eV. As for the spin multiplicity: 1. The lowest unoccupied orbital energy comes out at -6.3 eV. Its maximum force is 4.7 eV/A.